{"formula": "C32H28Br2F6N9O8PS2V", "method": "the ωB97M-V functional and the def2-TZVPD basis", "fmax_ha_per_bohr": 0.014, "spin_multiplicity": 2, "total_charge": 2, "e_above_lowest_ev": 0.699, "s2": 0.77, "mol_weight_g_mol": 1086.479, "orbital_gap_ev": [6.0, 6.7], "symbols": ["V", "N", "N", "C", "N", "N", "N", "O", "O", "H", "H", "H", "H", "H", "F", "C", "F", "F", "S", "O", "O", "N", "S", "O", "O", "C", "F", "F", "F", "N", "P", "C", "C", "C", "C", "C", "C", "C", "C", "C", "C", "C", "C", "C", "C", "C", "C", "C", "N", "H", "H", "H", "H", "H", "H", "H", "H", "H", "H", "H", "H", "H", "H", "H", "Br", "C", "C", "C", "N", "C", "C", "H", "H", "H", "H", "Br", "C", "C", "C", "C", "C", "C", "C", "O", "O", "H", "H", "H", "H"], "xyz": [[-0.251, -0.836, 0.251], [-3.497, 1.059, -1.772], [-4.380, -0.002, -1.985], [-4.106, -1.247, -1.556], [-5.060, -2.156, -1.695], [-2.874, -1.428, -1.036], [-2.581, -2.617, -0.528], [-1.455, -2.664, 0.044], [-3.281, -3.605, -0.552], [-3.857, 1.669, -1.046], [-3.412, 1.584, -2.634], [-5.324, 0.196, -2.285], [-5.958, -1.910, -2.078], [-4.886, -3.102, -1.393], [-1.929, 0.544, 5.998], [-0.768, 0.171, 5.496], [-0.765, -1.147, 5.312], [0.215, 0.505, 6.310], [-0.478, 1.025, 3.858], [0.235, 0.058, 3.043], [0.113, 2.281, 4.155], [-1.949, 1.239, 3.245], [-2.561, 0.079, 2.450], [-1.818, -0.199, 1.156], [-2.916, -1.138, 3.100], [-4.089, 0.874, 1.793], [-3.775, 1.980, 1.123], [-4.665, 0.015, 0.951], [-4.901, 1.152, 2.781], [2.280, 1.115, -1.069], [1.540, 0.972, 0.433], [0.890, 2.585, 0.894], [1.780, 3.617, 1.196], [1.294, 4.872, 1.524], [-0.075, 5.101, 1.550], [-0.961, 4.083, 1.227], [-0.479, 2.830, 0.890], [2.991, 0.612, 1.449], [3.087, 1.110, 2.748], [4.216, 0.851, 3.509], [5.258, 0.100, 2.983], [5.176, -0.389, 1.687], [4.047, -0.140, 0.924], [1.579, 1.528, -2.200], [2.241, 1.816, -3.394], [1.484, 2.279, -4.449], [0.111, 2.444, -4.283], [-0.441, 2.102, -3.068], [0.267, 1.626, -2.037], [3.287, 1.109, -1.117], [2.849, 3.443, 1.182], [1.984, 5.669, 1.765], [-0.451, 6.079, 1.818], [-2.027, 4.268, 1.241], [-1.174, 2.053, 0.604], [2.292, 1.708, 3.169], [4.283, 1.247, 4.513], [6.140, -0.093, 3.579], [5.993, -0.959, 1.266], [4.010, -0.531, -0.087], [3.313, 1.696, -3.476], [1.959, 2.525, -5.390], [-0.510, 2.833, -5.078], [-1.504, 2.221, -2.893], [2.848, -5.208, 4.165], [1.987, -4.002, 3.038], [2.625, -3.532, 1.897], [1.967, -2.627, 1.099], [0.732, -2.186, 1.390], [0.097, -2.676, 2.473], [0.696, -3.575, 3.322], [3.617, -3.866, 1.628], [2.411, -2.265, 0.186], [-0.915, -2.343, 2.656], [0.159, -3.935, 4.186], [0.680, -3.969, -7.111], [0.044, -2.872, -5.724], [-1.155, -2.186, -5.879], [-1.630, -1.377, -4.856], [-0.923, -1.251, -3.672], [0.280, -1.938, -3.535], [0.775, -2.748, -4.559], [1.114, -1.824, -2.340], [2.237, -2.149, -2.158], [0.442, -1.222, -1.218], [-1.712, -2.286, -6.801], [-2.558, -0.838, -4.995], [-1.287, -0.623, -2.872], [1.714, -3.268, -4.434]]}

---

{"formula": "Br2HOPS", "method": "the ωB97M-V functional and the def2-TZVPD basis", "fmax_ha_per_bohr": 0.049, "spin_multiplicity": 1, "total_charge": 0, "e_above_lowest_ev": 1.733, "smiles": "O=PBr.SBr", "mol_weight_g_mol": 239.856, "orbital_gap_ev": 8.1, "symbols": ["O", "P", "Br", "S", "Br", "H"], "xyz": [[2.969, 1.365, 0.352], [3.029, -0.094, 0.390], [1.210, -0.828, -0.633], [-2.634, -0.658, 0.580], [-2.534, 1.341, -0.258], [-2.040, -1.126, -0.431]]}

---

{"formula": "C4HN3O", "method": "the ωB97M-V functional and the def2-TZVPD basis", "fmax_ha_per_bohr": 0.286, "spin_multiplicity": 1, "total_charge": 0, "e_above_lowest_ev": 5.895, "mol_weight_g_mol": 107.072, "orbital_gap_ev": 8.3, "symbols": ["C", "C", "C", "C", "H", "N", "N", "N", "O"], "xyz": [[0.431, -0.352, 0.470], [-0.937, -0.619, 1.173], [0.143, -0.051, -0.905], [1.115, 0.628, -1.774], [-1.138, -0.632, 2.502], [-1.835, -0.371, 0.293], [-1.095, -0.229, -0.987], [1.906, 1.812, -1.921], [1.411, -0.186, 1.149]]}

---

{"formula": "C44H57N3O7SSn", "method": "the ωB97M-V functional and the def2-TZVPD basis", "fmax_ha_per_bohr": 0.027, "spin_multiplicity": 1, "total_charge": -2, "e_above_lowest_ev": 0.072, "mol_weight_g_mol": 890.732, "orbital_gap_ev": [5.6, 5.7], "symbols": ["Sn", "C", "C", "C", "C", "C", "C", "C", "N", "C", "C", "C", "C", "C", "C", "O", "C", "C", "C", "C", "C", "C", "C", "C", "C", "O", "C", "C", "C", "C", "C", "C", "H", "H", "H", "H", "H", "H", "H", "H", "H", "H", "H", "H", "H", "H", "H", "H", "H", "H", "H", "H", "H", "H", "H", "H", "H", "H", "H", "H", "H", "H", "H", "H", "H", "H", "H", "H", "H", "H", "H", "H", "O", "C", "O", "C", "C", "C", "C", "C", "N", "C", "O", "O", "H", "H", "H", "S", "C", "N", "C", "C", "C", "C", "H", "H", "H", "H", "H", "C", "C", "C", "C", "O", "H", "H", "H", "H", "H", "H", "H", "H", "H"], "xyz": [[-1.229, 1.251, 0.495], [6.602, 0.059, 2.697], [5.963, -0.145, 1.313], [6.761, 0.620, 0.246], [6.050, -1.641, 1.001], [4.535, 0.380, 1.341], [3.426, -0.372, 1.070], [2.118, 0.160, 1.212], [0.982, -0.484, 1.032], [0.691, -1.640, 0.461], [1.424, -2.319, -0.539], [0.997, -3.517, -1.047], [-0.150, -4.114, -0.468], [-0.951, -3.505, 0.452], [-0.623, -2.153, 0.881], [-1.355, -1.467, 1.609], [-2.207, -4.171, 0.998], [-2.071, -4.308, 2.522], [-3.439, -3.317, 0.680], [-2.447, -5.564, 0.399], [1.683, -4.138, -2.259], [1.150, -5.536, -2.599], [1.416, -3.234, -3.472], [3.193, -4.256, -2.008], [1.936, 1.499, 1.785], [0.811, 1.890, 2.135], [3.137, 2.299, 1.959], [4.351, 1.733, 1.724], [2.998, 3.718, 2.484], [4.332, 4.478, 2.513], [2.435, 3.636, 3.910], [2.019, 4.498, 1.604], [7.598, -0.383, 2.723], [6.693, 1.111, 2.953], [5.993, -0.417, 3.463], [7.796, 0.277, 0.212], [6.308, 0.465, -0.731], [6.758, 1.688, 0.448], [7.095, -1.951, 1.015], [5.513, -2.224, 1.744], [5.643, -1.868, 0.020], [3.514, -1.416, 0.809], [2.285, -1.810, -0.952], [-0.421, -5.099, -0.804], [-1.909, -3.330, 2.963], [-2.980, -4.735, 2.947], [-1.228, -4.949, 2.782], [-3.348, -2.334, 1.130], [-3.537, -3.181, -0.394], [-4.340, -3.804, 1.057], [-1.626, -6.248, 0.610], [-3.360, -5.986, 0.818], [-2.579, -5.491, -0.678], [0.090, -5.501, -2.838], [1.675, -5.930, -3.470], [1.302, -6.229, -1.774], [0.345, -3.154, -3.641], [1.791, -2.228, -3.304], [1.887, -3.637, -4.370], [3.380, -4.846, -1.113], [3.680, -4.741, -2.853], [3.652, -3.281, -1.866], [5.241, 2.316, 1.899], [5.047, 4.005, 3.185], [4.764, 4.535, 1.515], [4.172, 5.495, 2.867], [3.123, 3.104, 4.568], [2.264, 4.635, 4.307], [1.489, 3.101, 3.885], [2.342, 4.506, 0.566], [1.043, 4.028, 1.630], [1.923, 5.526, 1.952], [0.425, 5.092, -1.589], [-0.173, 4.242, -0.921], [0.223, 3.099, -0.615], [-1.564, 4.645, -0.377], [-2.041, 5.951, -0.484], [-3.271, 6.257, 0.067], [-4.002, 5.252, 0.680], [-3.448, 3.979, 0.745], [-2.260, 3.706, 0.233], [-4.157, 2.798, 1.407], [-5.408, 2.809, 1.408], [-3.435, 1.910, 1.883], [-1.433, 6.685, -0.990], [-3.660, 7.267, 0.022], [-4.971, 5.431, 1.120], [-4.095, -0.290, -0.787], [-5.723, -0.338, -0.506], [-6.314, 0.483, 0.432], [-7.638, 0.565, 0.598], [-8.501, -0.219, -0.106], [-7.959, -1.129, -1.047], [-6.618, -1.188, -1.233], [-5.737, 1.197, 0.928], [-7.975, 1.291, 1.324], [-9.565, -0.155, 0.047], [-8.627, -1.763, -1.613], [-6.166, -1.858, -1.946], [-2.188, -0.147, -3.733], [-1.455, 0.911, -2.878], [-2.001, 2.303, -3.243], [0.049, 0.887, -3.195], [-1.661, 0.617, -1.553], [-1.971, -0.010, -4.793], [-3.259, -0.062, -3.562], [-1.877, -1.141, -3.415], [-1.907, 2.489, -4.313], [-1.440, 3.053, -2.696], [-3.046, 2.374, -2.949], [0.246, 1.143, -4.236], [0.449, -0.101, -2.981], [0.537, 1.603, -2.542]]}

---

{"formula": "C5H8BrN2", "method": "the ωB97M-V functional and the def2-TZVPD basis", "fmax_ha_per_bohr": 0.063, "spin_multiplicity": 1, "total_charge": 1, "e_above_lowest_ev": 0.928, "mol_weight_g_mol": 176.037, "orbital_gap_ev": 9.3, "symbols": ["C", "C", "C", "C", "C", "N", "N", "Br", "H", "H", "H", "H", "H", "H", "H", "H"], "xyz": [[-2.157, -0.267, -0.816], [-1.728, -1.476, -0.324], [-0.194, 0.767, 0.168], [-1.354, 0.881, -0.589], [-0.569, -1.613, 0.363], [0.121, -0.465, 0.654], [0.611, 1.828, 0.503], [4.873, 0.283, 0.221], [-3.174, -0.204, -1.320], [-2.223, -2.386, -0.566], [5.011, -0.461, -0.866], [-1.571, 1.836, -0.968], [-0.200, -2.595, 0.380], [0.938, -0.469, 1.198], [0.182, 2.760, 0.829], [1.435, 1.582, 1.133]]}

---

{"formula": "C21H20Br51ClF5N4O2S", "method": "the ωB97M-V functional and the def2-TZVPD basis", "fmax_ha_per_bohr": 0.103, "spin_multiplicity": 1, "total_charge": 1, "mol_weight_g_mol": 4598.031, "orbital_gap_ev": 7.5, "symbols": ["N", "C", "N", "C", "Cl", "N", "N", "S", "O", "O", "C", "F", "F", "C", "F", "F", "F", "H", "H", "H", "C", "Br", "Br", "Br", "H", "C", "Br", "Br", "Br", "H", "C", "Br", "Br", "Br", "H", "C", "Br", "Br", "Br", "H", "C", "Br", "Br", "Br", "H", "C", "Br", "Br", "Br", "H", "C", "Br", "Br", "Br", "H", "C", "Br", "Br", "Br", "H", "C", "Br", "Br", "Br", "H", "C", "Br", "Br", "Br", "H", "C", "Br", "Br", "Br", "H", "C", "Br", "Br", "Br", "H", "C", "Br", "Br", "Br", "H", "C", "Br", "Br", "Br", "H", "C", "Br", "Br", "Br", "H", "C", "Br", "Br", "Br", "H", "C", "Br", "Br", "Br", "H"], "xyz": [[0.099, -3.176, 2.851], [0.250, -1.887, 2.609], [1.287, -1.393, 1.912], [1.085, -0.076, 1.915], [2.177, 0.956, 1.179], [-0.027, 0.290, 2.579], [-0.599, -0.884, 3.029], [-2.030, -1.025, 3.918], [-2.207, -2.335, 4.431], [-2.113, 0.005, 4.899], [-3.372, -0.589, 2.696], [-2.889, 0.478, 2.011], [-4.427, -0.208, 3.397], [-3.727, -1.694, 1.638], [-3.896, -1.086, 0.478], [-4.888, -2.252, 1.981], [-2.785, -2.626, 1.529], [-0.477, -3.470, 3.627], [0.624, -3.834, 2.295], [-0.379, 1.226, 2.748], [-7.082, 0.879, -0.951], [-6.656, -0.561, 0.251], [-7.112, 2.553, -0.001], [-5.906, 0.929, -2.470], [-8.080, 0.706, -1.327], [-0.478, -6.822, 0.063], [-1.891, -5.550, -0.240], [1.241, -5.952, 0.129], [-0.797, -7.884, 1.633], [-0.466, -7.493, -0.785], [1.369, -0.107, 7.042], [-0.123, -0.369, 5.787], [0.739, -0.106, 8.845], [2.810, -1.381, 6.782], [1.778, 0.873, 6.839], [-6.454, 5.137, -8.170], [-4.543, 4.932, -8.193], [-6.964, 6.959, -7.820], [-7.260, 4.465, -9.783], [-6.830, 4.539, -7.357], [-2.965, -4.358, -4.083], [-4.409, -5.591, -4.365], [-3.328, -3.182, -2.589], [-1.272, -5.261, -3.923], [-2.898, -3.732, -4.962], [-1.042, 7.064, -8.609], [-2.610, 7.696, -9.523], [-0.786, 7.952, -6.921], [-1.045, 5.145, -8.407], [-0.195, 7.312, -9.231], [4.291, 4.017, -0.709], [2.440, 4.441, -1.019], [4.965, 4.848, 0.891], [4.600, 2.112, -0.703], [4.881, 4.410, -1.529], [2.449, 2.488, -9.927], [1.359, 3.655, -10.996], [4.179, 3.265, -9.623], [1.584, 1.969, -8.284], [2.604, 1.587, -10.503], [7.309, 0.729, -11.089], [5.926, 1.238, -12.329], [6.574, 0.070, -9.435], [8.536, -0.526, -11.872], [7.870, 1.622, -10.855], [-3.416, -8.436, 0.113], [-5.179, -7.940, -0.479], [-3.482, -9.611, 1.635], [-2.363, -9.172, -1.320], [-2.924, -7.528, 0.435], [-4.708, -6.506, 3.864], [-5.873, -6.469, 5.389], [-4.598, -4.788, 3.001], [-2.963, -7.183, 4.309], [-5.141, -7.190, 3.145], [1.584, 5.625, 3.296], [-0.280, 6.009, 3.020], [2.270, 6.480, 4.867], [1.917, 3.723, 3.323], [2.122, 6.024, 2.447], [-4.392, 0.588, -6.462], [-4.043, -0.876, -5.260], [-4.366, 2.271, -5.534], [-3.212, 0.580, -7.981], [-5.396, 0.449, -6.835], [6.927, 4.980, 4.491], [5.718, 5.297, 5.952], [7.150, 6.552, 3.398], [8.616, 4.295, 5.101], [6.482, 4.218, 3.867], [3.182, 1.143, 12.045], [3.872, 1.472, 10.278], [1.317, 1.606, 12.181], [3.503, -0.670, 12.592], [3.719, 1.788, 12.724], [2.273, -4.809, 12.638], [4.024, -4.721, 13.431], [1.030, -3.660, 13.549], [2.330, -4.429, 10.751], [1.919, -5.822, 12.751], [6.821, 3.027, -4.346], [5.697, 2.956, -5.905], [8.634, 2.593, -4.806], [6.731, 4.721, -3.420], [6.479, 2.273, -3.651]]}

---

no.,calculated total energy (Eh)
1,-10159.3638
2,-5963.4266
3,-392.2645
4,-3014.4314
5,-2878.5988
6,-133813.5922